[1]
Computed, not measured: a molecular structure, C18H38BCl4FNNbO8PS in a non-equilibrium geometry, with wB97M-V/def2-TZVPD.

Results
- DFT total energy (Ha) = -4126.794889
- F_max (eV/Å) = 8.51
- HOMO energy (eV) = -5.089

Geometry as ORCA input:
```
! RIJCOSX wB97M-V def2-TZVPD def2/J DEFGRID3
* xyz -1 1
O -3.01 -0.19 -3.04
H 2.55 -0.90 8.05
H 4.11 -3.20 -0.78
H 1.02 4.09 -1.51
H 0.82 -2.29 0.93
H -4.39 2.33 2.68
C 2.31 -1.76 7.43
O -2.18 3.38 -2.47
Nb -1.20 0.27 -0.31
H -2.55 0.66 3.42
H -4.04 3.56 0.23
O 0.63 -0.78 -0.71
H 0.08 -0.60 -3.97
H -3.07 -1.10 3.85
H 3.16 -3.59 0.84
H 3.43 -1.76 0.32
H 1.24 -0.47 2.06
C -2.95 -0.34 2.94
C 0.58 -2.16 -0.23
H -0.14 4.18 -0.04
O -4.52 0.87 0.00
Cl 3.16 -2.07 -6.09
H 4.31 0.08 -7.67
P -1.72 -1.15 1.73
C -0.12 4.12 -1.21
C 0.72 0.63 2.38
H -0.51 5.18 -1.59
F -1.56 -2.35 -2.75
N -0.72 1.49 -2.01
O -3.83 -1.77 -1.31
H 1.65 -3.09 -2.95
H -3.58 -2.84 1.62
C -2.42 -2.87 1.35
H -4.05 -0.22 2.50
C -3.14 3.01 0.78
H 1.69 -0.65 5.67
C 2.46 -1.01 -7.34
H -2.35 -3.24 0.25
H 3.43 -0.97 5.77
C 3.24 -2.84 -0.08
H 1.50 -4.08 -1.03
H -4.97 1.39 -0.73
O 0.04 0.78 3.77
C 1.85 -2.95 -0.98
H -0.37 -2.77 -0.53
C -1.04 2.94 -1.88
H -2.50 2.79 2.96
B -3.14 1.45 0.17
H -3.74 4.19 2.73
H 0.73 1.03 -4.88
H -0.59 2.37 1.71
H 2.87 0.84 -8.36
H 1.94 -0.18 -3.90
C 0.65 1.21 -2.58
H 0.98 2.09 0.54
Cl 0.65 -2.25 7.86
H 2.47 -1.57 -8.27
Cl 2.26 -2.81 4.89
C -3.51 3.06 2.40
C 0.04 1.62 1.07
C 1.50 1.54 3.63
O 2.08 -2.41 -2.34
H -1.98 -3.75 2.03
C 2.44 -1.39 5.96
H 1.51 2.43 2.83
H 1.42 -0.81 -7.07
H 2.99 -2.58 7.70
H -2.11 3.55 0.66
C 3.25 0.28 -7.50
S -2.53 -1.18 -1.90
Cl 3.11 1.35 -6.09
H 1.01 2.23 4.42
C 0.85 0.29 -3.97
O 1.82 1.67 -2.06
*
```

Results of the Löwdin charge analysis, in e, for atoms 1 through 5: -0.46 0.07 0.08 0.09 0.10

=====

[2]
Computed, not measured: 6 unconnected molecules or ions with the total composition C18H38BFN3O21S5 in a non-equilibrium geometry, with wB97M-V/def2-TZVPD.

Results
- energy above the lowest of the compared OMol25 structures with the same formula, charge and spin (eV) = 0.182
- DFT total energy (Ha) = -4568.388424
- F_max (eV/Å) = 1.02
- HOMO energy (eV) = -11.506

Geometry as ORCA input:
```
! RIJCOSX wB97M-V def2-TZVPD def2/J DEFGRID3
* xyz 1 1
O -1.48 8.45 -0.76
C 2.55 5.07 -0.93
C 1.93 -3.20 -0.04
H 4.77 -2.75 1.56
O 1.70 1.96 0.38
C -5.85 -3.26 -2.04
C 4.23 -3.49 0.97
H 0.45 -7.72 0.60
C 3.34 -2.74 -0.06
O -3.73 -1.14 -0.67
H 3.41 5.60 -0.54
H 1.57 5.13 1.01
H -3.27 3.29 1.19
O -5.90 -0.02 -0.68
H 6.02 -1.25 -0.80
C -5.34 3.61 0.54
O -0.84 -2.50 -1.84
H -4.93 -3.85 -2.07
H 1.57 -4.16 0.32
O -2.35 8.75 1.43
H 2.79 -1.00 1.08
H -3.68 9.77 0.22
O 4.22 -7.72 -1.28
C 1.32 5.18 -0.05
H 5.88 -3.46 -1.34
N 5.18 -4.45 0.45
H 6.19 0.42 -0.27
H 1.21 -9.21 1.20
H 6.67 -3.01 0.19
O -6.33 5.17 3.50
O -0.40 10.08 0.69
C -3.43 8.74 0.47
S 3.58 -8.60 -0.37
O 2.00 -8.43 -0.54
H -4.51 2.75 2.36
H -7.53 -2.94 -0.70
H 4.02 -0.09 -1.52
O -5.70 -2.36 0.09
H -1.72 -1.26 0.59
H 2.34 5.38 -1.96
H 2.19 -1.26 -1.88
C -4.26 3.49 1.60
O -6.35 4.40 1.18
H -4.29 8.23 0.89
H -5.77 2.66 0.25
O -5.65 6.71 1.69
F 5.74 -0.91 1.16
O 2.85 3.65 -0.93
H -1.78 -2.35 -1.95
C 6.22 -3.84 -0.37
H -6.51 -3.56 -2.84
H 4.69 -5.15 -0.09
H -2.84 6.91 -0.53
C -2.84 7.98 -0.70
S 1.53 2.81 -0.75
H 3.68 -2.98 -1.08
B -0.43 -2.33 -0.56
N 1.09 -2.32 -0.44
C 2.42 -7.44 1.51
H 0.73 6.07 -0.24
S -0.95 8.78 0.70
H -3.33 8.21 -1.64
H 2.33 -7.53 2.59
C 4.14 -0.21 -0.43
O 1.13 2.23 -1.98
H 2.41 -6.38 1.22
H 3.86 0.75 0.02
H -6.45 -4.26 -0.19
C 1.86 -1.10 -0.85
O -4.24 4.79 2.21
C 3.10 -1.21 0.05
O -5.52 -1.87 -2.22
C -6.50 -3.29 -0.67
O 0.55 3.99 -0.40
H 3.58 -4.04 1.67
C 1.39 -8.24 0.74
S -5.15 -1.20 -0.84
O 3.67 -8.01 1.11
H 1.29 -0.17 -0.76
N -1.21 -2.14 0.64
H -1.95 -2.84 0.67
S -5.72 5.40 2.24
O -0.16 7.70 1.19
H 7.00 -4.58 -0.56
C 5.60 -0.48 -0.15
O 3.92 -9.97 -0.31
H -4.98 4.15 -0.35
*
```

Results of the Löwdin charge analysis, in e, for atoms 1 through 5: -0.19 -0.12 0.07 0.11 -0.24

=====

[3]
Computed, not measured: 3 unconnected molecules or ions with the total composition C18H38FN2O8S, with wB97M-V/def2-TZVPD.

Results
- DFT total energy (Ha) = -1917.679516
- F_max (eV/Å) = 0.80
- HOMO energy (eV) = -10.959

Geometry as ORCA input:
```
! RIJCOSX wB97M-V def2-TZVPD def2/J DEFGRID3
* xyz 1 1
H -2.47 -3.03 1.36
N -5.99 -2.45 1.08
H 0.22 -0.77 3.01
H 3.24 3.43 -1.02
F -6.04 -4.67 1.22
H 4.07 -3.65 -1.86
O -6.98 -1.12 -0.54
H -6.31 0.95 0.71
H 5.37 -5.01 -0.29
H -1.62 -1.43 -0.31
H -5.42 -2.24 1.90
H -1.27 3.67 -0.48
H 1.34 2.29 -2.14
H 3.99 -0.79 1.40
C 0.55 -0.30 -0.43
H 1.13 -1.76 1.85
C 0.71 -0.77 2.04
O 0.69 2.97 -0.33
N -4.83 -0.46 0.12
H -2.52 0.04 2.21
H 2.46 6.38 0.66
O -3.98 -0.89 1.14
C -6.09 -1.39 0.17
C 5.57 -3.98 0.02
O 3.67 -1.37 -0.52
H 2.88 4.11 -2.61
C -1.52 -1.18 0.75
C 4.48 -0.69 0.44
H 4.56 0.37 0.19
H 5.26 -2.98 -2.99
C 4.87 -2.90 -1.98
C 2.77 5.41 0.30
C -5.11 1.94 -0.80
H -3.84 -1.91 -1.32
H 3.87 5.35 0.37
H 2.34 4.63 0.94
H -2.67 0.67 0.57
O -5.18 -3.81 -0.59
H -1.52 -2.26 2.64
H 0.04 0.34 -1.16
C -0.21 -0.33 0.90
O -4.27 2.77 -0.77
H 1.55 0.10 -0.29
C -2.65 -0.25 1.17
C -5.27 0.98 0.39
H 0.65 -1.31 -0.83
H 6.41 -3.98 0.72
O 5.93 -3.17 -1.08
C -0.34 3.85 0.08
H 5.48 -1.12 0.50
C -1.55 -2.47 1.57
H -0.05 4.90 -0.06
S -4.13 -0.61 -1.53
C 4.30 -1.51 -1.78
H -0.51 0.71 1.13
O 2.34 5.30 -1.04
H -0.52 3.67 1.14
H 3.55 -1.33 -2.55
C 1.19 3.25 -1.64
H 0.45 3.82 -2.21
C -5.68 -3.68 0.46
H -0.72 -3.12 1.31
H 1.55 -0.07 2.10
H 5.10 -0.77 -1.90
H -5.81 1.83 -1.65
H -4.64 1.35 1.20
H 4.68 -3.59 0.54
C 2.50 4.00 -1.59
*
```

Results of the Löwdin charge analysis, in e, for atoms 1 through 5: 0.07 0.21 0.08 0.12 0.22

=====

[4]
Computed, not measured: 2 unconnected molecules or ions with the total composition C18H38IN4O6PSSi in a non-equilibrium geometry, with wB97M-V/def2-TZVPD.

Results
- DFT total energy (Ha) = -2705.597046
- F_max (eV/Å) = 4.71
- HOMO energy (eV) = -4.285

Geometry as ORCA input:
```
! RIJCOSX wB97M-V def2-TZVPD def2/J DEFGRID3
* xyz 0 1
O 0.11 0.21 3.01
C -0.50 -5.04 5.82
H 1.81 1.69 -5.87
C -2.08 4.68 -0.06
C 1.35 -1.66 -0.81
H -2.78 -1.07 -2.75
H 0.44 -2.47 3.58
H -1.60 0.66 -2.35
N 1.48 -0.20 -0.62
H -2.62 -2.66 -3.71
H 0.29 -3.01 0.88
H -1.29 6.22 -2.69
Si -0.40 4.49 -0.99
C 0.96 4.76 0.36
H -3.92 -1.46 -4.23
H -2.62 -4.53 5.90
C -2.87 -1.53 -3.79
I -3.44 1.69 -4.56
O 1.64 -0.94 -5.08
S 3.49 0.46 -3.27
H 0.45 -1.51 5.20
H 2.02 4.81 -0.09
C -1.66 -4.02 5.80
H -0.74 -5.79 5.03
C 0.10 -2.17 0.12
H -2.17 -1.02 -5.84
N 0.42 0.19 -2.84
H -1.58 -3.29 6.61
O 1.52 1.87 -4.95
C -1.49 0.66 -4.56
C 1.03 0.63 -1.57
H -1.07 -0.89 -0.63
P 1.69 0.43 -4.06
H 2.26 -2.22 -0.39
H 0.37 6.68 -2.07
O 2.48 0.15 2.98
C 2.69 -0.51 1.68
O 0.66 -4.36 5.75
H 0.21 5.40 -3.36
H -2.75 3.78 -0.34
H -2.62 5.63 -0.35
C 1.01 -1.71 4.23
C -0.53 -5.81 7.15
H 2.18 -1.52 1.76
H -1.87 4.58 1.06
H 2.05 -2.15 4.38
H -0.42 -5.15 8.02
H 0.88 3.94 1.16
O -0.64 2.42 -2.94
C -0.27 5.78 -2.40
H -1.49 -6.34 7.27
H -0.83 -1.56 -4.70
C 2.07 0.48 0.58
H 1.23 -2.00 -1.89
C -0.81 1.00 -3.12
N 1.11 2.10 -1.34
H -0.97 2.04 -0.86
H 2.94 1.12 0.19
C -1.76 -0.90 -4.78
C 1.18 -0.36 3.37
H 0.78 5.78 0.86
H -0.90 1.13 -5.43
H 1.34 1.23 1.06
H 1.70 2.52 -2.07
C -0.29 2.66 -1.56
H 1.72 -1.71 -4.47
H 3.82 -0.59 1.50
N -1.10 -1.65 0.08
H -1.68 -3.46 4.85
H 0.26 -6.56 7.20
*
```

Results of the Löwdin charge analysis, in e, for atoms 1 through 5: 0.03 -0.74 0.10 -0.19 -0.08

=====

Copy entry 1 word for word.
Computed, not measured: a molecular structure, C18H38BCl4FNNbO8PS in a non-equilibrium geometry, with wB97M-V/def2-TZVPD.

Results
- DFT total energy (Ha) = -4126.794889
- F_max (eV/Å) = 8.51
- HOMO energy (eV) = -5.089

Geometry as ORCA input:
```
! RIJCOSX wB97M-V def2-TZVPD def2/J DEFGRID3
* xyz -1 1
O -3.01 -0.19 -3.04
H 2.55 -0.90 8.05
H 4.11 -3.20 -0.78
H 1.02 4.09 -1.51
H 0.82 -2.29 0.93
H -4.39 2.33 2.68
C 2.31 -1.76 7.43
O -2.18 3.38 -2.47
Nb -1.20 0.27 -0.31
H -2.55 0.66 3.42
H -4.04 3.56 0.23
O 0.63 -0.78 -0.71
H 0.08 -0.60 -3.97
H -3.07 -1.10 3.85
H 3.16 -3.59 0.84
H 3.43 -1.76 0.32
H 1.24 -0.47 2.06
C -2.95 -0.34 2.94
C 0.58 -2.16 -0.23
H -0.14 4.18 -0.04
O -4.52 0.87 0.00
Cl 3.16 -2.07 -6.09
H 4.31 0.08 -7.67
P -1.72 -1.15 1.73
C -0.12 4.12 -1.21
C 0.72 0.63 2.38
H -0.51 5.18 -1.59
F -1.56 -2.35 -2.75
N -0.72 1.49 -2.01
O -3.83 -1.77 -1.31
H 1.65 -3.09 -2.95
H -3.58 -2.84 1.62
C -2.42 -2.87 1.35
H -4.05 -0.22 2.50
C -3.14 3.01 0.78
H 1.69 -0.65 5.67
C 2.46 -1.01 -7.34
H -2.35 -3.24 0.25
H 3.43 -0.97 5.77
C 3.24 -2.84 -0.08
H 1.50 -4.08 -1.03
H -4.97 1.39 -0.73
O 0.04 0.78 3.77
C 1.85 -2.95 -0.98
H -0.37 -2.77 -0.53
C -1.04 2.94 -1.88
H -2.50 2.79 2.96
B -3.14 1.45 0.17
H -3.74 4.19 2.73
H 0.73 1.03 -4.88
H -0.59 2.37 1.71
H 2.87 0.84 -8.36
H 1.94 -0.18 -3.90
C 0.65 1.21 -2.58
H 0.98 2.09 0.54
Cl 0.65 -2.25 7.86
H 2.47 -1.57 -8.27
Cl 2.26 -2.81 4.89
C -3.51 3.06 2.40
C 0.04 1.62 1.07
C 1.50 1.54 3.63
O 2.08 -2.41 -2.34
H -1.98 -3.75 2.03
C 2.44 -1.39 5.96
H 1.51 2.43 2.83
H 1.42 -0.81 -7.07
H 2.99 -2.58 7.70
H -2.11 3.55 0.66
C 3.25 0.28 -7.50
S -2.53 -1.18 -1.90
Cl 3.11 1.35 -6.09
H 1.01 2.23 4.42
C 0.85 0.29 -3.97
O 1.82 1.67 -2.06
*
```

Results of the Löwdin charge analysis, in e, for atoms 1 through 5: -0.46 0.07 0.08 0.09 0.10

=====

Which of these has the highest F_max?
C18H38BCl4FNNbO8PS

=====

Repeat the first record exactly.
Computed, not measured: a molecular structure, C18H38BCl4FNNbO8PS in a non-equilibrium geometry, with wB97M-V/def2-TZVPD.

Results
- DFT total energy (Ha) = -4126.794889
- F_max (eV/Å) = 8.51
- HOMO energy (eV) = -5.089

Geometry as ORCA input:
```
! RIJCOSX wB97M-V def2-TZVPD def2/J DEFGRID3
* xyz -1 1
O -3.01 -0.19 -3.04
H 2.55 -0.90 8.05
H 4.11 -3.20 -0.78
H 1.02 4.09 -1.51
H 0.82 -2.29 0.93
H -4.39 2.33 2.68
C 2.31 -1.76 7.43
O -2.18 3.38 -2.47
Nb -1.20 0.27 -0.31
H -2.55 0.66 3.42
H -4.04 3.56 0.23
O 0.63 -0.78 -0.71
H 0.08 -0.60 -3.97
H -3.07 -1.10 3.85
H 3.16 -3.59 0.84
H 3.43 -1.76 0.32
H 1.24 -0.47 2.06
C -2.95 -0.34 2.94
C 0.58 -2.16 -0.23
H -0.14 4.18 -0.04
O -4.52 0.87 0.00
Cl 3.16 -2.07 -6.09
H 4.31 0.08 -7.67
P -1.72 -1.15 1.73
C -0.12 4.12 -1.21
C 0.72 0.63 2.38
H -0.51 5.18 -1.59
F -1.56 -2.35 -2.75
N -0.72 1.49 -2.01
O -3.83 -1.77 -1.31
H 1.65 -3.09 -2.95
H -3.58 -2.84 1.62
C -2.42 -2.87 1.35
H -4.05 -0.22 2.50
C -3.14 3.01 0.78
H 1.69 -0.65 5.67
C 2.46 -1.01 -7.34
H -2.35 -3.24 0.25
H 3.43 -0.97 5.77
C 3.24 -2.84 -0.08
H 1.50 -4.08 -1.03
H -4.97 1.39 -0.73
O 0.04 0.78 3.77
C 1.85 -2.95 -0.98
H -0.37 -2.77 -0.53
C -1.04 2.94 -1.88
H -2.50 2.79 2.96
B -3.14 1.45 0.17
H -3.74 4.19 2.73
H 0.73 1.03 -4.88
H -0.59 2.37 1.71
H 2.87 0.84 -8.36
H 1.94 -0.18 -3.90
C 0.65 1.21 -2.58
H 0.98 2.09 0.54
Cl 0.65 -2.25 7.86
H 2.47 -1.57 -8.27
Cl 2.26 -2.81 4.89
C -3.51 3.06 2.40
C 0.04 1.62 1.07
C 1.50 1.54 3.63
O 2.08 -2.41 -2.34
H -1.98 -3.75 2.03
C 2.44 -1.39 5.96
H 1.51 2.43 2.83
H 1.42 -0.81 -7.07
H 2.99 -2.58 7.70
H -2.11 3.55 0.66
C 3.25 0.28 -7.50
S -2.53 -1.18 -1.90
Cl 3.11 1.35 -6.09
H 1.01 2.23 4.42
C 0.85 0.29 -3.97
O 1.82 1.67 -2.06
*
```

Results of the Löwdin charge analysis, in e, for atoms 1 through 5: -0.46 0.07 0.08 0.09 0.10